17
Properties=species:S:1:pos:R:3:forces:R:3:lowdin_charge:R:1 method="wB97M-V/def2-TZVPD" energy_ha=-272.52946
C 1.57507 -0.43835 1.36086 -0.02 -0.19 0.12 -0.056
C 1.48774 0.81160 0.47124 -0.06 0.54 0.00 -0.265
C 1.55466 -0.63852 -0.09912 -0.01 -0.18 -0.04 -0.225
C 0.31297 -1.13922 -0.73343 -0.15 0.09 0.06 -0.077
C -0.85937 -0.54089 -0.52552 0.18 -0.10 -0.03 -0.111
C -0.96148 0.74504 0.25748 0.04 0.09 -0.02 -0.256
C 0.26709 1.57225 0.46022 0.11 -0.47 -0.07 0.074
H 2.51155 -0.54442 1.90008 -0.14 0.04 -0.11 0.110
H 0.68799 -0.71354 1.92471 0.11 0.07 -0.13 0.115
H 2.42218 1.36885 0.43396 -0.17 -0.11 0.01 0.113
H 2.49685 -0.89751 -0.57590 -0.15 0.07 0.08 0.135
H 0.38963 -2.02196 -1.36393 -0.02 0.13 0.08 0.105
H -1.76517 -0.92913 -0.98659 0.16 0.06 0.07 0.074
H -3.70223 0.41745 -1.71884 -0.01 0.06 -0.04 0.029
H -1.77616 1.37057 -0.12848 0.14 -0.10 0.09 0.071
H -1.26955 0.54848 1.30364 0.03 0.03 -0.07 0.133
H -3.37179 1.02930 -1.98038 -0.04 -0.05 0.00 0.033



17
Properties=species:S:1:pos:R:3:forces:R:3:lowdin_charge:R:1 method="wB97M-V/def2-TZVPD" energy_ha=-272.64072 smiles="C=C=C/C(C)=C/C"
C 3.08772 0.68718 0.07849 0.23 0.20 -0.02 0.008
C 2.10601 -0.14802 -0.03863 0.54 -0.59 0.11 -0.121
C 1.12440 -1.00124 -0.10652 0.33 -0.11 -0.08 -0.081
C -0.26854 -0.56468 -0.03757 -0.31 0.48 -0.06 -0.316
C -1.29005 -1.65506 0.06235 -0.03 0.19 0.01 -0.051
C -0.50489 0.74682 -0.07297 -0.67 -0.01 -0.01 -0.117
C -1.83242 1.43149 -0.02185 0.08 -0.06 0.02 -0.091
H 3.51331 1.19160 -0.77579 0.01 0.05 -0.19 0.059
H 3.52523 0.91876 1.03819 0.00 -0.01 0.19 0.060
H 1.32648 -2.05729 -0.24470 0.13 -0.02 0.02 0.115
H -2.30257 -1.26392 0.09368 -0.06 -0.05 0.00 0.063
H -1.12027 -2.23707 0.96897 -0.03 -0.09 0.02 0.085
H -1.20210 -2.33050 -0.78903 -0.02 -0.09 -0.02 0.083
H 0.34360 1.41431 -0.14110 0.10 0.00 -0.02 0.098
H -1.83821 2.27735 -0.71025 -0.09 0.01 0.00 0.071
H -2.01731 1.82428 0.97973 -0.09 0.08 0.03 0.077
H -2.65040 0.76598 -0.28300 -0.11 0.01 0.00 0.059



17
Properties=species:S:1:pos:R:3:forces:R:3:lowdin_charge:R:1 method="wB97M-V/def2-TZVPD" energy_ha=-272.62310 smiles="C=CC(C=C)=CC"
C -2.18395 1.43605 1.05944 -0.93 -0.02 1.33 -0.003
C -1.64115 0.23920 0.88564 0.85 1.58 -0.81 -0.152
C -0.39700 0.01234 0.08129 0.40 -1.12 1.88 -0.264
C -0.48203 -1.14885 -0.82945 -0.02 1.37 -0.46 -0.134
C 0.47235 -1.84024 -1.43706 -0.01 -0.40 -0.09 0.018
C 0.71949 0.68306 0.42522 -0.13 0.13 -1.49 -0.091
C 2.10794 0.31667 0.00128 0.26 0.75 -0.29 -0.109
H -1.75818 2.42512 0.94880 0.16 -0.18 -1.09 0.060
H -3.11669 1.45636 1.61391 0.07 0.12 0.29 0.047
H -2.01397 -0.55883 1.50748 -0.41 -0.62 -0.64 0.106
H -1.47211 -1.17330 -1.27720 -0.17 -0.57 0.22 0.102
H 0.15713 -2.49884 -2.23636 0.25 -0.13 -0.01 0.055
H 1.52156 -1.79663 -1.18531 -0.13 -0.12 -0.02 0.037
H 0.60468 1.70410 0.78493 -0.08 -0.42 0.86 0.106
H 2.40650 -0.68161 0.29129 -0.04 -0.21 0.18 0.067
H 2.26996 0.40323 -1.08233 -0.21 -0.11 0.03 0.087
H 2.80546 1.02217 0.44845 0.13 -0.06 0.11 0.068



17
Properties=species:S:1:pos:R:3:forces:R:3:lowdin_charge:R:1 method="wB97M-V/def2-TZVPD" energy_ha=-272.56734
C 1.41386 -0.45829 -1.05443 -0.02 -0.06 -0.05 -0.074
C 1.11126 0.70158 -0.12620 0.23 -0.05 -0.03 -0.235
C -0.61068 1.40136 0.37107 -0.14 -0.17 0.08 -0.005
C -1.64613 0.44864 -0.25020 -0.04 0.04 -0.06 -0.213
C -1.46232 -0.90082 0.40526 0.28 0.01 0.21 -0.104
C -0.40451 -0.87657 1.21603 -0.25 0.02 -0.21 -0.078
C 0.26400 0.46772 1.14771 0.02 0.05 0.18 -0.314
H 1.96437 -0.10765 -1.93242 -0.07 -0.01 0.11 0.078
H 2.02460 -1.21449 -0.55088 -0.08 0.09 -0.02 0.084
H 0.50313 -0.95172 -1.40119 0.11 0.06 0.05 0.070
H 1.98105 1.30871 0.12590 -0.12 -0.04 -0.02 0.131
H 0.48891 1.51528 -0.67897 0.00 0.00 -0.12 0.110
H -1.59591 0.41185 -1.34694 0.01 0.03 0.12 0.113
H -2.63059 0.88185 -0.02867 0.11 -0.03 -0.03 0.107
H -2.09855 -1.76003 0.22243 0.05 0.07 0.01 0.099
H -0.04369 -1.69851 1.82377 -0.04 0.05 -0.06 0.103
H 0.74119 0.83110 2.05773 -0.05 -0.06 -0.15 0.127



17
Properties=species:S:1:pos:R:3:forces:R:3:mulliken_spin:R:1 method="wB97M-V/def2-TZVPD" energy_ha=-272.39208 multiplicity=3
C -3.08105 -0.28668 0.80937 -8.12 -6.58 5.25 1.111
C -2.12869 0.28865 0.34461 9.27 6.56 -5.80 0.606
C 0.07192 0.83996 -1.10070 0.97 -0.94 -0.47 0.090
C -0.77183 0.85990 0.09956 -3.23 0.35 2.50 -0.089
C 0.62713 -0.04148 0.06359 -3.23 0.78 -3.62 0.190
C 0.32345 -1.48052 -0.22919 -1.25 -1.12 0.99 0.017
C 1.86314 0.45185 0.57380 3.45 1.47 -0.69 0.014
H -4.12528 -0.70931 0.99629 1.83 1.40 -0.85 0.032
H -0.18454 0.34300 -2.03224 -0.52 -0.31 0.34 -0.012
H 0.64823 1.72827 -1.36626 -0.28 0.05 0.56 -0.004
H -0.75194 1.82548 0.67218 0.40 -1.02 -0.45 0.006
H -0.74506 -1.83859 -0.04811 1.08 1.13 -0.57 0.008
H 0.78684 -2.03303 0.57231 0.85 -0.79 -0.20 -0.001
H 0.58847 -1.78372 -1.25936 0.30 -0.05 0.68 0.010
H 2.08428 0.26535 1.59880 -0.06 0.18 1.04 0.011
H 2.01476 1.52594 0.25841 -0.45 -0.81 1.11 0.001
H 2.78016 0.04492 0.04694 -1.01 -0.29 0.17 0.012



23
Properties=species:S:1:pos:R:3:forces:R:3:lowdin_charge:R:1 method="wB97M-V/def2-TZVPD" energy_ha=-3463.64823 total_charge=+1
C 2.35940 0.83400 0.00038 -0.51 -2.65 0.41 -0.118
C 2.75368 -1.52385 0.17767 -1.91 3.29 -0.89 -0.341
C 3.30298 -0.28712 -0.08210 -0.66 2.41 1.17 -0.739
C 1.02817 0.44046 0.24584 1.26 -2.02 -0.50 -0.395
C -2.16302 -1.41583 -0.35812 1.65 0.17 0.11 -0.499
C -0.14767 1.26893 0.21169 -0.03 -1.91 0.07 -0.220
C 0.08239 2.65522 -0.21094 -1.58 1.48 1.03 0.010
N -1.70848 -1.48513 -1.52387 -1.25 -1.00 0.23 0.147
N -1.72480 -0.45495 0.70416 -1.70 -3.01 1.36 -0.001
N -2.98059 -2.41046 0.16893 0.34 1.48 -3.95 0.145
N -1.38503 0.82843 0.49544 1.04 1.65 -1.12 0.061
S 1.04460 -1.34547 0.36141 0.05 0.17 0.23 1.082
Br 5.13543 0.22584 -0.12038 -0.41 -0.60 -0.25 0.779
H 2.64276 1.84974 0.00324 0.61 0.82 -0.30 0.094
H 3.18856 -2.44641 0.00361 0.77 -1.73 0.20 0.067
H -0.89767 3.09619 -0.60984 1.82 -0.41 0.02 0.135
H 1.01807 2.75818 -0.77665 -0.99 0.11 -0.30 0.097
H 0.26660 3.20120 0.73976 -0.07 0.00 -0.38 0.130
H -2.42693 -0.57215 1.46773 1.10 0.71 -0.54 0.160
H -3.22634 -3.10827 -0.54193 0.22 0.35 0.89 0.129
H -3.05005 -2.59499 1.10187 -0.26 -0.59 2.63 0.056
H -2.15683 1.49051 0.49525 0.26 0.21 -0.31 0.185
H -0.95521 -1.00406 -1.95317 0.25 1.06 0.20 0.035